(1)
{"formula": "C28H45ClFNO9", "method": "ωB97M-V/def2-TZVPD", "symbols": ["C", "C", "C", "C", "C", "C", "C", "C", "C", "C", "C", "C", "C", "C", "N", "C", "C", "C", "C", "C", "F", "C", "C", "C", "O", "C", "C", "C", "C", "C", "Cl", "C", "O", "H", "H", "H", "H", "H", "H", "H", "H", "H", "H", "H", "H", "H", "H", "H", "H", "H", "H", "H", "H", "H", "H", "H", "H", "H", "H", "H", "H", "H", "H", "H", "O", "H", "H", "O", "H", "H", "O", "H", "H", "O", "H", "H", "O", "H", "H", "O", "H", "H", "O", "H", "H"], "xyz": [[1.22, 4.03, -0.05], [0.27, 4.14, -1.01], [-0.09, 2.96, -1.99], [-0.24, 1.66, -1.11], [-1.47, 1.42, -0.32], [-1.63, 0.16, 0.48], [-0.51, -0.79, 0.48], [-0.58, -2.13, 1.27], [-0.62, -2.21, 2.73], [-0.66, -3.49, 3.42], [-0.64, -4.74, 2.66], [-0.60, -4.66, 1.20], [-0.58, -3.37, 0.50], [0.74, -0.54, -0.29], [1.75, -1.55, -0.23], [2.52, -1.56, 1.03], [3.17, -0.18, 1.45], [2.26, 0.74, 2.36], [0.88, 0.69, -1.11], [2.20, 0.88, -1.92], [2.73, 2.20, -1.84], [2.14, 0.34, -3.41], [0.79, 0.62, -4.16], [-2.95, -0.06, 1.25], [-3.13, -0.98, 2.03], [-4.17, 0.88, 1.04], [-4.02, 2.04, 0.35], [-5.28, 2.97, 0.21], [-5.96, 3.29, 1.61], [-7.51, 2.96, 1.55], [-7.85, 1.20, 1.88], [-2.63, 2.42, -0.27], [-2.55, 3.58, -0.66], [1.62, 4.94, 0.47], [1.67, 3.04, 0.19], [-0.31, 5.09, -1.05], [0.68, 2.85, -2.78], [-1.10, 3.13, -2.46], [-0.62, -1.26, 3.30], [-0.71, -3.55, 4.53], [-0.65, -5.74, 3.15], [-0.56, -5.60, 0.61], [-0.52, -3.39, -0.62], [2.34, -1.58, -1.06], [1.94, -1.94, 1.92], [3.37, -2.29, 0.88], [3.55, 0.44, 0.60], [4.08, -0.43, 2.07], [2.79, 1.73, 2.43], [1.25, 0.96, 1.94], [2.22, 0.35, 3.41], [2.97, 0.24, -1.41], [2.30, -0.78, -3.35], [3.01, 0.73, -4.01], [-0.14, 0.37, -3.59], [0.83, 1.68, -4.53], [0.75, -0.03, -5.10], [-5.16, 0.59, 1.47], [-4.97, 3.97, -0.21], [-6.05, 2.51, -0.46], [-5.89, 4.37, 1.90], [-5.53, 2.70, 2.46], [-7.92, 3.19, 0.53], [-8.11, 3.57, 2.29], [5.06, -0.38, -2.56], [5.89, -0.37, -2.07], [5.01, 0.49, -2.96], [4.18, -3.66, -2.10], [4.45, -2.74, -2.09], [3.78, -3.78, -2.96], [-4.22, 1.74, 3.97], [-3.88, 1.85, 4.87], [-3.88, 0.89, 3.69], [4.34, 0.60, 4.39], [4.00, 1.01, 5.19], [5.17, 1.06, 4.22], [1.78, -4.49, 5.37], [1.15, -4.22, 4.69], [1.23, -4.95, 6.02], [1.33, -2.12, -5.79], [0.71, -1.85, -6.48], [0.77, -2.58, -5.15], [2.91, -3.49, -7.78], [2.55, -3.06, -6.99], [3.74, -3.03, -7.94]], "homo_ev": -8.3, "homo_lumo_gap_ev": 7.40, "smiles": "C=CCc1c2c(c(-c3ccccc3)c(NCCC)c1[C@H](F)CC)C(=O)C=C(CCCCl)C2=O.O.O.O.O.O.O.O", "total_charge": 0}

(2)
{"formula": "C3H4N2O", "method": "ωB97M-V/def2-TZVPD", "symbols": ["C", "C", "C", "N", "N", "O", "H", "H", "H", "H"], "xyz": [[0.12, -1.92, -0.94], [0.35, -0.77, -0.27], [-0.38, 0.50, -0.19], [-0.08, -2.93, -1.42], [-0.59, 1.54, 0.82], [0.87, 0.35, -0.87], [1.36, -1.14, 1.35], [-1.20, 0.50, -0.86], [-0.24, 1.39, 1.85], [-0.21, 2.48, 0.54]], "homo_ev": [-10.2, -10.2], "homo_lumo_gap_ev": [9.19, 9.19], "total_charge": 0}